## one
DFT (ωB97M-V with the def2-TZVPD basis set) results for 2 unconnected molecules or ions with the total composition C5H8FNS.

```
16
Properties=species:S:1:pos:R:3:lowdin_charge:R:1
C 2.205 1.674 0.114 -0.366
C 2.204 0.464 -0.432 -0.495
C -0.153 -0.276 -0.193 -0.107
C -0.836 -0.838 -1.395 -0.129
C -0.496 -0.795 1.170 -0.125
N 3.319 2.251 0.399 0.086
F 2.038 -2.160 0.526 -0.516
S 2.547 -1.014 -0.703 1.025
H 1.288 2.221 0.436 0.123
H -0.459 -0.472 -2.345 0.074
H -1.770 -0.426 -1.293 0.056
H -1.004 -1.951 -1.265 0.109
H -0.838 0.028 1.878 0.111
H 0.504 -1.098 1.438 0.047
H -1.122 -1.695 1.187 0.075
H 3.282 3.139 0.855 0.032
```

Calculated values
2S+1   1
E_LUMO (spin up / spin down)   -0.02029 / -0.02033 hartree
HOMO (spin up / spin down)   -8.1 / -8.1 eV

## two
DFT (ωB97M-V with the def2-TZVPD basis set) results for C5H8FNS in the gas phase.

```
16
Properties=species:S:1:pos:R:3:lowdin_charge:R:1
N 0.029 1.956 -0.512 0.091
C 0.073 0.540 -0.073 -0.484
C 0.339 -0.521 -1.061 -0.186
C -0.140 -1.880 -0.557 -0.451
S -1.597 -1.553 0.479 0.884
C -1.067 0.145 0.834 -0.417
C 0.344 0.423 1.397 -0.221
F 0.648 1.565 2.095 0.014
H 0.822 2.198 -1.104 0.078
H 0.092 2.584 0.293 0.074
H 1.407 -0.615 -1.304 0.125
H -0.183 -0.293 -2.002 0.130
H -0.423 -2.609 -1.274 0.060
H 0.604 -2.326 0.075 0.061
H -1.846 0.842 0.998 0.097
H 0.897 -0.457 1.714 0.145
```

Calculated values
2S+1   1
E_LUMO   0.03284 hartree
SMILES   N[C@]12CCS[C@H]1[C@@H]2F
HOMO   -8.5 eV

Stability verdict: two, ahead by 0.2165 hartree

## one
DFT (ωB97M-V with the def2-TZVPD basis set) results for a gas-phase ion, C7H12FN2 (charge +1).

```
22
Properties=species:S:1:pos:R:3:lowdin_charge:R:1
C -1.771 1.468 0.814 0.035
C -0.851 0.440 0.392 -0.196
C -2.946 1.413 0.230 0.079
C 3.014 0.640 0.050 -0.076
C -3.428 -1.844 -0.147 -0.108
C 0.652 0.527 0.760 -0.120
C 1.566 0.802 -0.529 -0.215
N -1.377 -0.629 -0.176 0.026
N -2.624 -0.752 -0.385 -0.081
F -4.175 1.693 0.039 0.232
H -1.477 2.265 1.481 0.148
H 3.047 -0.291 0.421 0.029
H 3.670 0.799 -0.706 0.040
H 3.160 1.425 0.855 0.114
H -2.951 -2.536 0.642 0.121
H -4.463 -1.546 0.080 0.090
H -3.646 -2.383 -1.196 0.133
H 0.745 1.588 1.283 0.154
H 0.980 -0.332 1.382 0.129
H 1.332 0.081 -1.402 0.125
H 1.310 1.799 -0.877 0.099
H -0.729 -1.301 -0.710 0.241
```

Calculated values
Total charge   +1
2S+1   1
E_LUMO (spin up / spin down)   -0.18639 / -0.18632 hartree
HOMO (spin up / spin down)   -12.7 / -12.7 eV

## two
DFT (ωB97M-V with the def2-TZVPD basis set) results for 2 unconnected molecules or ions with the total composition C7H12FN2.

```
22
Properties=species:S:1:pos:R:3:lowdin_charge:R:1
C -2.371 -1.722 -0.470 -0.105
C -0.973 -1.972 -0.382 -0.072
C -2.981 -0.569 -0.287 -0.160
C 0.506 1.990 0.722 0.104
C -0.129 -1.231 0.303 -0.174
C 1.329 1.049 0.252 -0.427
C 1.234 0.600 -1.223 -0.028
N -3.563 0.432 0.003 0.218
N 2.303 0.432 1.065 0.211
F 1.227 -1.504 0.318 -0.077
H -3.038 -2.456 -0.851 0.111
H -0.583 -2.888 -0.776 0.128
H -0.368 2.344 0.156 0.106
H 0.649 2.288 1.719 0.067
H -0.415 -0.395 0.883 0.102
H 0.360 0.993 -1.733 0.090
H 1.254 -0.550 -1.353 0.108
H 2.157 1.056 -1.717 0.116
H -4.152 1.151 -0.388 0.103
H 2.871 1.129 1.728 0.256
H 2.958 0.013 0.411 0.171
H 1.727 -0.189 1.620 0.155
```

Calculated values
Total charge   +1
2S+1   1
E_LUMO   -0.12513 hartree
HOMO   -11.1 eV

Stability verdict: two, ahead by 0.0866 hartree

## one
DFT (ωB97M-V with the def2-TZVPD basis set) results for 2 unconnected molecules or ions with the total composition H5NO.

```
7
Properties=species:S:1:pos:R:3:lowdin_charge:R:1
N 0.081 -0.555 -0.782 -0.020
H 1.087 -0.655 -0.717 0.020
H -0.276 -1.508 -0.932 0.028
H -0.195 0.047 -1.657 0.090
O -0.107 1.248 1.442 -0.111
H -0.721 0.708 1.980 0.037
H 0.131 0.715 0.665 -0.044
```

Calculated values
2S+1   1
E_LUMO   0.03099 hartree
SMILES   N.O
HOMO   -10.6 eV

## two
DFT (ωB97M-V with the def2-TZVPD basis set) results for 2 unconnected molecules or ions with the total composition H5NO.

```
7
Properties=species:S:1:pos:R:3:lowdin_charge:R:1
N 0.949 0.035 -0.102 0.002
H 0.917 -0.229 0.881 0.037
H 1.923 -0.277 -0.290 0.053
H 1.019 1.034 -0.135 0.030
O -1.786 0.170 0.010 -0.136
H -0.807 -0.157 0.058 0.000
H -2.215 -0.576 -0.423 0.015
```

Calculated values
2S+1   1
E_LUMO   0.03400 hartree
SMILES   N.O
HOMO   -10.6 eV

Stability verdict: one, ahead by 0.0027 hartree

## one
DFT (ωB97M-V with the def2-TZVPD basis set) results for C8H8N2O3S in the gas phase.

```
22
Properties=species:S:1:pos:R:3:lowdin_charge:R:1
C 1.904 -1.571 -0.744 -0.047
C 0.988 -2.671 -0.525 -0.046
C 1.530 -0.358 -0.351 -0.041
C -0.262 -2.380 -0.148 -0.111
C 0.236 -0.105 0.168 -0.194
C -0.667 -1.116 0.168 -0.261
C -0.780 2.006 -0.250 -0.062
C 1.100 2.064 1.163 -0.027
N 0.010 1.248 0.575 -0.153
N -1.997 1.493 -0.422 -0.270
O -2.824 1.738 -1.273 0.037
O -2.346 0.706 0.722 -0.295
O -3.191 -1.523 -0.126 -0.403
S -2.386 -0.955 0.858 0.998
H 2.862 -1.623 -1.145 0.091
H 1.387 -3.592 -0.822 0.090
H 2.081 0.504 -0.731 0.117
H -1.006 -3.199 0.069 0.137
H -0.494 2.697 -0.987 0.141
H 1.964 2.146 0.417 0.091
H 0.458 2.946 1.269 0.091
H 1.434 1.543 2.115 0.115
```

Calculated values
2S+1   1
E_LUMO (spin up / spin down)   0.01229 / 0.01227 hartree
HOMO (spin up / spin down)   -8.3 / -8.3 eV

## two
DFT (ωB97M-V with the def2-TZVPD basis set) results for C8H8N2O3S in the gas phase.

```
22
Properties=species:S:1:pos:R:3:lowdin_charge:R:1
C -1.952 -4.242 -0.760 -0.016
O -1.647 -2.856 -0.415 -0.073
C -0.323 -2.503 -0.497 -0.495
O 0.580 -3.293 -0.727 0.110
C 0.013 -1.119 -0.241 -0.396
C 1.291 -0.702 -0.241 0.039
C 1.729 0.689 0.002 -0.396
O 2.916 0.920 0.139 0.089
N 0.814 1.721 0.231 -0.010
C 1.163 3.093 0.581 -0.098
C -0.198 3.747 0.811 -0.197
N -1.175 2.686 0.574 0.023
C -0.529 1.562 0.299 -0.600
S -1.331 0.011 0.068 1.113
H -3.035 -4.346 -0.859 0.096
H -1.573 -4.908 0.010 0.096
H -1.497 -4.475 -1.711 0.090
H 2.078 -1.449 -0.432 0.146
H 1.633 3.683 -0.219 0.133
H 1.729 3.079 1.498 0.122
H -0.370 4.531 0.065 0.108
H -0.314 4.172 1.827 0.117
```

Calculated values
2S+1   1
E_LUMO   -0.03073 hartree
SMILES   COC(=O)C1=CC(=O)N2CCN=C2S1
HOMO   -8.7 eV

Stability verdict: two, ahead by 0.2167 hartree